# 1
Molecular formula: C22H62AsCl8F6O24P6
Method: DFT, the ωB97M-V functional and the def2-TZVPD basis

Each line ends with the Mulliken charge.
Positions of all 129 atoms, in Å:
As -0.114 0.607 0.248  1.870
F 0.085 2.242 0.824  -0.466
F 1.178 0.132 1.342  -0.514
F -0.286 -1.027 -0.314  -0.176
F -1.416 1.140 -0.784  -0.442
F 1.104 0.898 -0.955  -0.434
F -1.328 0.289 1.478  -0.420
C -0.460 -0.554 -3.573  -0.248
O -0.050 -1.353 -4.700  0.322
P -0.523 -0.809 -6.133  0.848
O -0.348 0.618 -6.388  -0.795
O 0.335 -1.748 -7.080  -0.437
C 0.285 -3.166 -6.984  -0.481
O -2.031 -1.339 -6.263  -0.303
C -3.042 -0.449 -6.769  -0.732
H 0.460 -0.208 -3.099  -0.234
H -0.963 -1.131 -2.797  -0.102
H -1.080 0.300 -3.839  0.503
H -0.259 -3.482 -6.091  0.168
H 1.290 -3.582 -6.987  0.189
H -0.255 -3.588 -7.836  0.280
H -3.762 -0.231 -5.984  0.221
H -3.533 -1.001 -7.572  0.244
H -2.622 0.468 -7.174  0.367
C 2.448 -1.293 5.380  -0.367
O 1.067 -1.538 5.578  -0.166
P 0.176 -0.469 6.379  0.961
O -1.140 -0.999 6.728  -0.733
O 1.112 -0.049 7.601  -0.363
C 0.498 0.763 8.610  -0.741
O 0.194 0.854 5.516  -0.265
C -0.482 0.833 4.253  -0.026
H 2.659 -0.749 4.456  -0.066
H 2.976 -2.241 5.298  0.307
H 2.891 -0.722 6.196  0.334
H -0.445 1.183 8.262  0.322
H 1.198 1.551 8.870  0.265
H 0.262 0.153 9.481  0.260
H -1.239 1.614 4.307  0.270
H -1.097 -0.047 4.049  -0.007
H 0.180 0.972 3.411  -0.013
C 0.007 -2.769 2.671  -0.349
O -1.130 -3.025 1.835  0.568
P -2.361 -3.943 2.294  0.343
O -3.316 -4.111 1.196  -0.657
O -1.660 -5.253 2.853  -0.309
C -1.619 -6.461 2.089  -0.777
O -2.862 -3.223 3.621  -0.343
C -3.396 -1.908 3.577  0.130
H 0.213 -1.696 2.631  -0.322
H 0.871 -3.263 2.223  0.186
H -0.203 -3.033 3.707  0.548
H -2.022 -6.404 1.080  0.367
H -2.143 -7.209 2.684  0.258
H -0.580 -6.773 1.973  0.252
H -2.795 -1.224 2.973  -0.462
H -3.448 -1.539 4.601  0.297
H -4.422 -1.916 3.200  0.296
C 3.429 -4.470 -4.370  -0.474
O 3.569 -3.155 -3.846  -0.192
P 4.311 -2.868 -2.486  0.601
O 5.691 -3.386 -2.478  -0.828
O 4.142 -1.296 -2.290  -0.177
C 2.911 -0.705 -2.724  0.483
O 3.333 -3.525 -1.427  0.115
C 3.664 -3.592 -0.049  -0.409
H 4.402 -4.921 -4.550  0.310
H 2.826 -4.375 -5.267  -0.020
H 2.863 -5.090 -3.672  0.282
H 2.673 0.140 -2.081  -0.043
H 2.073 -1.392 -2.546  -0.483
H 2.889 -0.442 -3.779  0.384
H 4.666 -3.221 0.160  0.402
H 3.562 -4.619 0.293  0.298
H 2.958 -2.970 0.502  -0.134
C -2.637 4.224 -1.599  -0.642
O -3.877 3.540 -1.359  -0.201
P -4.882 4.051 -0.224  1.057
O -5.414 5.404 -0.355  -0.790
O -5.915 2.850 -0.141  -0.310
C -6.522 2.355 -1.343  -0.575
O -4.013 3.919 1.116  -0.321
C -3.537 2.635 1.506  0.236
H -2.627 4.414 -2.671  0.382
H -1.810 3.576 -1.308  0.030
H -2.546 5.162 -1.048  0.375
H -6.196 1.323 -1.458  0.158
H -6.196 2.905 -2.225  0.316
H -7.603 2.410 -1.254  0.247
H -2.491 2.754 1.799  -0.200
H -3.470 1.912 0.688  -0.202
H -4.122 2.181 2.303  0.390
C 1.165 4.753 -0.925  -0.114
O 2.244 5.648 -0.612  -0.359
P 3.761 5.147 -0.741  0.714
O 4.742 6.220 -0.563  -0.758
O 3.877 3.930 0.282  0.069
C 3.433 4.135 1.637  -0.524
O 3.742 4.366 -2.132  -0.273
C 4.969 3.775 -2.603  -0.578
H 0.524 5.208 -1.678  0.360
H 0.630 4.545 -0.003  -0.084
H 1.550 3.812 -1.319  0.150
H 3.010 5.117 1.839  0.348
H 4.209 3.921 2.372  0.325
H 2.647 3.385 1.786  -0.032
H 5.036 3.962 -3.672  0.250
H 4.939 2.695 -2.468  0.101
H 5.800 4.176 -2.024  0.354
C 3.706 0.164 0.877  1.773
Cl 4.127 -0.753 2.344  -0.207
Cl 5.197 0.640 0.023  -0.153
H 3.039 -0.453 0.288  -0.783
H 3.236 1.082 1.202  -0.682
C -3.598 -1.377 -0.394  2.495
Cl -3.407 -2.091 -2.010  -0.190
Cl -5.200 -1.708 0.309  -0.193
H -2.799 -1.806 0.201  -1.571
H -3.411 -0.313 -0.473  -0.633
C -1.184 5.305 2.201  0.662
Cl -0.416 4.272 3.452  -0.134
Cl -0.256 6.754 1.839  -0.150
H -1.296 4.718 1.295  -0.722
H -2.168 5.537 2.590  0.373
C -0.183 -3.774 -1.363  2.665
Cl 0.421 -5.023 -0.253  -0.201
Cl -0.816 -4.453 -2.883  -0.181
H -1.018 -3.310 -0.850  -1.079
H 0.586 -3.032 -1.542  -1.334

Results
* highest occupied orbital energy: -8.6 eV
* LUMO: 2.099 eV
* calculated total energy: -11246.68914 a.u.
* gap between HOMO and LUMO: 0.394 Eh
* net charge: -1

# 2
Molecular formula: Cl2HPS2
Method: DFT, the ωB97M-V functional and the def2-TZVPD basis

Each line ends with the Mulliken charge.
Positions of all 6 atoms, in Å:
P -1.498 0.063 -0.297  0.586
S -1.587 -1.721 0.428  -0.226
S -1.395 0.790 -2.036  -0.216
Cl 3.241 -0.617 0.013  -0.214
Cl -1.234 1.472 1.180  -0.143
H 2.473 0.012 0.712  0.213

Results
* highest occupied orbital energy: -10.0 eV
* LUMO: -1.504 eV
* calculated total energy: -2058.75155 a.u.
* energy relative to the best compared isomer or geometry (same formula, charge and spin): 0.771 eV
* gap between HOMO and LUMO: 0.311 Eh
* net charge: 0

# 3
Molecular formula: Ba3Br3I2O4PPb
Method: DFT, the ωB97M-V functional and the def2-TZVPD basis

Each line ends with the Mulliken charge.
Positions of all 14 atoms, in Å:
Pb -3.781 0.086 4.227  0.429
Ba -1.140 1.424 -0.776  1.623
Ba 3.610 0.124 -0.904  1.612
Ba -0.058 -2.328 1.793  1.645
I -4.908 -1.169 2.037  -0.311
I -1.427 1.065 2.509  -0.502
P 1.731 1.816 -3.685  0.585
O 0.600 1.703 -2.708  -0.348
O 2.990 1.172 -2.968  -0.588
O 1.158 0.107 0.545  -1.444
O 1.906 2.563 -4.989  -0.511
Br -1.965 -1.798 4.742  -0.524
Br 2.691 -3.125 0.866  -0.860
Br -1.406 -1.641 -0.689  -0.805

Results
* highest occupied orbital energy: -6.5 eV
* LUMO: -1.060 eV
* calculated total energy: -9229.51999 a.u.
* energy relative to the best compared isomer or geometry (same formula, charge and spin): 1.099 eV
* gap between HOMO and LUMO: 0.201 Eh
* net charge: 0

# 4
Molecular formula: C3H5IN4
Method: DFT, the ωB97M-V functional and the def2-TZVPD basis

Each line ends with the Mulliken charge.
Positions of all 13 atoms, in Å:
C -0.969 1.630 0.220  -0.743
N 0.172 0.683 0.196  1.033
N 0.048 -0.554 -0.277  -0.880
C 1.314 -0.973 -0.309  0.641
N 1.603 -2.171 -0.883  -0.486
C 2.135 0.139 0.063  -0.372
I 4.175 0.124 0.123  0.136
N 1.349 1.166 0.299  -0.777
H -1.409 1.839 -0.692  0.351
H -1.760 1.448 0.963  0.239
H -0.416 2.571 0.450  0.325
H 2.373 -2.822 -0.558  0.258
H 0.744 -2.711 -1.040  0.276

Results
* highest occupied orbital energy: -8.3 eV
* LUMO: 0.653 eV
* calculated total energy: -633.99246 a.u.
* energy relative to the best compared isomer or geometry (same formula, charge and spin): 0.000 eV
* structure (SMILES): Cn1nc(N)c(I)n1
* gap between HOMO and LUMO: 0.330 Eh
* net charge: 0

# 5
Molecular formula: C14H32FO3P2
Method: DFT, the ωB97M-V functional and the def2-TZVPD basis

Each line ends with the Mulliken charge.
Positions of all 52 atoms, in Å:
C -2.894 -2.732 -1.663  0.287
C -2.000 -2.059 -2.078  -0.833
C -0.926 -1.257 -2.619  -0.074
P 0.533 -2.276 -2.999  0.085
C 0.766 -3.578 -1.753  -0.620
C 2.150 -4.247 -1.908  -0.384
F 2.854 -3.671 -2.972  -0.287
P 0.353 -3.263 -4.976  0.273
C -1.112 -4.318 -4.660  -0.801
O -0.274 -2.022 -5.831  -0.486
H -3.697 -3.361 -1.364  0.456
H -1.245 -0.812 -3.563  0.381
H -0.691 -0.424 -1.954  0.094
H 1.658 -1.458 -3.080  0.211
H -0.010 -4.308 -1.966  0.406
H 0.627 -3.184 -0.752  0.515
H 2.055 -5.309 -2.110  0.281
H 2.735 -4.102 -1.005  0.293
H -0.764 -5.320 -4.435  0.329
H -1.717 -3.968 -3.829  0.162
H -1.717 -4.304 -5.560  0.368
H 0.323 -1.828 -6.569  0.363
C -0.386 3.587 0.927  -0.977
C -0.065 3.306 -0.529  -0.388
O -0.620 2.090 -1.020  -0.386
C -2.033 1.990 -0.964  0.016
C -2.778 3.043 -1.764  -1.236
H -0.067 2.761 1.563  0.214
H 0.129 4.490 1.253  0.423
H -1.454 3.739 1.089  0.271
H 1.012 3.198 -0.655  0.323
H -0.372 4.144 -1.163  0.321
H -2.383 1.976 0.073  0.259
H -2.258 1.003 -1.378  0.129
H -2.624 4.044 -1.360  0.294
H -3.849 2.840 -1.742  0.411
H -2.443 3.047 -2.802  0.311
C 0.666 -0.155 5.192  -1.147
C 1.002 0.825 4.081  -0.206
O 0.713 2.173 4.391  -0.398
C 1.396 2.715 5.510  -0.338
C 2.909 2.711 5.376  -1.045
H -0.380 -0.058 5.483  0.322
H 0.842 -1.177 4.856  0.382
H 1.277 0.009 6.081  0.282
H 0.395 0.599 3.202  0.231
H 2.051 0.715 3.777  0.329
H 1.089 2.206 6.430  0.309
H 1.041 3.742 5.587  0.331
H 3.314 1.699 5.332  0.261
H 3.359 3.210 6.233  0.399
H 3.213 3.234 4.468  0.284

Results
* highest occupied orbital energy: -11.3 eV
* LUMO: -3.016 eV
* calculated total energy: -1560.58308 a.u.
* energy relative to the best compared isomer or geometry (same formula, charge and spin): 0.000 eV
* gap between HOMO and LUMO: 0.306 Eh
* net charge: +1

# 6
Molecular formula: C7H32O10
Method: DFT, the ωB97M-V functional and the def2-TZVPD basis

Each line ends with the Mulliken charge.
Positions of all 49 atoms, in Å:
C -1.625 -1.621 1.999  -0.927
C -1.393 -0.393 1.527  -0.413
C -0.128 0.193 1.176  1.358
C 0.879 0.288 2.060  -0.732
C -0.067 0.850 -0.176  0.345
C -0.361 -0.046 -1.330  -0.422
C 0.861 -0.093 -2.324  -1.064
H -0.715 -2.226 2.013  0.205
H -2.364 -2.104 2.644  0.283
H -2.183 0.389 1.575  0.466
H 1.756 0.987 1.855  0.332
H 0.852 -0.310 3.019  0.280
H -0.910 1.641 -0.284  0.232
H 1.017 1.246 -0.477  -1.101
H -1.278 0.445 -1.872  0.348
H -0.654 -1.086 -1.018  -0.045
H 0.742 -1.171 -2.611  0.430
H 1.768 -0.096 -1.613  0.314
H 0.841 0.497 -3.198  0.387
O 1.491 -2.116 0.040  -0.818
H 1.937 -2.055 0.945  0.494
H 1.418 -1.158 -0.339  0.065
O -2.864 2.237 -0.217  -0.664
H -3.322 1.388 -0.121  0.389
H -3.065 2.740 0.655  0.318
O -0.509 -3.607 -0.089  -0.687
H -0.189 -3.998 -0.932  0.328
H 0.184 -3.063 0.088  0.321
O 2.857 -2.331 2.236  -0.665
H 3.084 -1.405 2.266  0.308
H 3.733 -2.732 2.035  0.342
O 0.538 2.718 -3.344  -0.725
H 0.633 1.888 -3.826  0.346
H -0.257 2.727 -2.772  0.354
O 3.647 0.355 0.651  -0.596
H 4.472 0.897 0.435  0.314
H 3.048 0.974 0.018  0.224
O -2.968 -2.800 -0.171  -0.580
H -2.074 -3.021 -0.272  0.345
H -3.468 -3.414 -0.642  0.258
O -3.841 -0.241 0.356  -0.681
H -3.228 -0.949 0.179  0.315
H -4.647 -0.791 0.412  0.329
O 0.215 3.980 0.979  -0.626
H 0.705 3.674 1.753  0.343
H -0.370 3.182 0.962  0.287
O 2.167 2.910 -1.176  -0.636
H 1.871 3.848 -1.022  0.310
H 1.764 2.771 -2.051  0.411

Results
* highest occupied orbital energy: -8.7 eV
* LUMO: 0.381 eV
* calculated total energy: -1038.15557 a.u.
* energy relative to the best compared isomer or geometry (same formula, charge and spin): 4.108 eV
* structure (SMILES): C=CC(=C)CCC.O.O.O.O.O.O.O.O.O.O
* gap between HOMO and LUMO: 0.336 Eh
* net charge: 0